(1)
{
  "formula": "C43H36CuF3N7OSSe",
  "method": "the ωB97M-V functional and the def2-TZVPD basis",
  "charge": 0,
  "lumo_ha": [-0.007, -0.022],
  "e_homo_ha": [-0.2515, -0.2488],
  "homo_lumo_gap_ha": [0.2442, 0.2271],
  "spin_multiplicity": 2,
  "total_energy_ev": -186626.84954,
  "e_above_lowest_kj_mol": 12.8,
  "symbols": ["O", "F", "H", "C", "N", "H", "C", "H", "H", "F", "C", "H", "C", "H", "C", "C", "C", "H", "C", "C", "H", "H", "C", "H", "C", "H", "C", "S", "H", "H", "H", "Se", "H", "C", "H", "C", "C", "C", "C", "C", "C", "C", "H", "H", "H", "C", "H", "C", "C", "C", "H", "N", "H", "H", "H", "C", "C", "Cu", "H", "H", "C", "H", "N", "H", "C", "C", "C", "C", "H", "C", "C", "N", "H", "H", "C", "H", "C", "C", "C", "H", "C", "N", "C", "C", "C", "F", "C", "C", "H", "N", "H", "N", "H"],
  "coordinates": [[1.3320, -2.5498, -2.2887], [2.2394, 5.0993, -2.5941], [-5.7461, 0.2179, -3.6576], [-2.2845, -4.5803, 3.7610], [-1.9544, -1.4459, 0.9408], [4.3295, 0.0477, -0.8241], [0.7565, 3.5181, -1.6740], [-1.7068, -6.4827, 4.5953], [0.8528, 2.3833, -6.0379], [0.3964, 5.8447, -1.7422], [-3.5231, 0.1891, -0.0372], [3.7625, 4.8954, 4.2446], [2.7759, 4.4443, 4.2865], [-4.2162, -2.4200, 2.0005], [0.3826, 0.4942, -5.1393], [0.5917, 4.6598, 4.8064], [0.7080, -0.4283, -4.1517], [-0.4476, 0.2949, -5.8047], [-3.6403, -2.1042, -0.6627], [-3.4132, -3.9419, 3.2573], [2.6111, -0.8231, 1.0069], [-0.2085, 5.2832, 5.1939], [-3.0302, -1.1150, 0.1273], [1.2199, -4.7969, 1.8658], [-0.3076, 1.4269, -1.3578], [2.3165, 3.9261, -0.2400], [-5.1094, -0.5227, -1.7349], [2.0350, -1.2913, -1.9367], [3.3664, 1.1908, -2.7896], [5.9349, -3.6957, -3.6296], [7.5532, -2.2252, -2.4858], [1.0637, 0.7501, 3.3581], [-6.7427, -1.0818, -3.0160], [-6.1761, -0.1928, -2.7414], [-3.2743, -3.1174, -0.5550], [6.4921, -2.0399, -2.3847], [2.1931, 1.9103, -4.4312], [4.2204, -2.6383, -2.9045], [-0.9487, -3.1649, 2.3189], [-1.7045, 2.4543, 1.9481], [-2.8361, 3.2440, 1.7299], [1.3728, -3.7473, 1.6898], [-4.3932, -4.2322, 3.6182], [3.4558, 2.5656, 3.5164], [1.9266, 1.7804, 0.9822], [0.3184, 3.3587, 4.4190], [-6.8782, 0.5444, -2.3506], [2.0605, -1.7204, 1.2274], [3.7899, -1.5696, -2.1339], [-4.6542, -1.8270, -1.5516], [-3.0264, 4.2364, 2.0964], [1.7962, 5.2234, 4.7455], [-1.0308, 0.6722, -1.6482], [-4.8406, 1.4935, -1.1134], [-0.8379, 2.7835, -2.9281], [-3.3165, -2.9185, 2.3358], [1.3671, 2.0355, 0.0877], [-0.5244, -0.1910, 1.0888], [-5.0841, -2.6323, -2.1354], [3.4861, -3.2774, -3.3778], [-3.6712, 2.4624, 0.9697], [-0.6868, 2.9703, 4.5261], [0.4557, 1.1412, -0.2997], [3.4795, -3.4284, 1.1233], [-1.0535, -4.1592, 3.2816], [1.3405, 2.5433, 3.9195], [-2.0808, -2.4887, 1.8275], [0.9376, 4.8174, -2.4161], [2.7746, 2.8166, -4.5447], [5.5810, -2.8670, -3.0306], [-2.3823, -5.6535, 4.8087], [-3.0491, 1.2839, 0.7478], [6.7576, -0.3587, -1.0767], [-3.3943, -6.0531, 4.8654], [1.1155, 1.6628, -5.2746], [0.1529, -1.3489, -4.0249], [6.0479, -0.9875, -1.5977], [1.7766, -0.1648, -3.3121], [-0.2025, 2.6043, -2.0738], [-0.8068, 2.6378, 2.5094], [4.6863, -0.7546, -1.4607], [0.3555, -2.8768, 1.8203], [1.5582, 3.2347, -0.5806], [-4.5197, 0.4697, -0.9727], [2.5258, 0.9979, -3.4442], [0.3636, 4.7869, -3.6292], [2.4940, -3.0426, 1.3114], [2.6063, 3.1350, 3.8729], [-0.1460, -4.6007, 3.6750], [0.7716, -1.6272, 1.5273], [-4.6621, 2.6490, 0.5996], [-1.8514, 1.2721, 1.3671], [-2.1245, -5.2675, 5.7974]]
}

(2)
{
  "formula": "C43H36F4N3PY",
  "method": "the ωB97M-V functional and the def2-TZVPD basis",
  "charge": 1,
  "lumo_ha": -0.104,
  "e_homo_ha": -0.3685,
  "homo_lumo_gap_ha": 0.2640,
  "total_energy_ev": -70843.25980,
  "e_above_lowest_kj_mol": 120.7,
  "symbols": ["C", "H", "H", "C", "H", "C", "H", "C", "F", "H", "C", "H", "C", "H", "N", "C", "H", "H", "H", "H", "C", "C", "C", "C", "C", "C", "H", "C", "C", "P", "H", "H", "C", "N", "C", "C", "F", "C", "H", "C", "C", "H", "C", "C", "H", "C", "H", "C", "C", "Y", "H", "C", "C", "H", "C", "C", "H", "C", "N", "H", "H", "C", "H", "H", "H", "C", "H", "H", "H", "C", "H", "C", "C", "C", "H", "H", "C", "C", "C", "H", "F", "C", "H", "H", "H", "C", "F", "C"],
  "coordinates": [[3.6060, -2.2907, 0.9491], [1.9214, 1.4727, -0.8866], [-3.9047, -0.6168, 4.3853], [-1.4428, -0.9757, -4.5672], [-5.1925, 4.3393, -1.5100], [1.7198, -2.3476, -1.1024], [1.2056, 3.8365, 2.9092], [-2.3627, 2.7422, -0.6106], [-1.1298, 2.3437, -1.1509], [2.5986, 1.9657, 3.5860], [-3.6866, 3.1689, 1.3096], [-1.5736, 3.0979, 3.1266], [-4.4564, 3.8633, -0.8881], [-2.3291, -1.1236, 2.5482], [-1.5829, 1.8537, 1.4380], [-0.1366, -0.6199, -4.2847], [2.2242, 0.3448, 2.9776], [-6.8365, 0.7131, 1.5710], [5.2107, -2.5839, 3.9145], [3.9752, -3.5418, -0.7696], [-2.0315, -0.5945, -2.2615], [-3.3113, -0.6986, 2.3451], [3.7139, 2.0751, -1.9014], [-4.5990, 3.8096, 0.4927], [-3.6670, -0.4313, 1.0076], [-5.8539, 0.3216, 1.7935], [1.8446, 3.4909, 1.2902], [-4.3650, 0.0522, -1.5985], [-3.3060, 3.3161, -1.4299], [2.3704, -1.1836, 0.1560], [-6.2657, 0.7031, -0.8736], [0.1030, 3.6323, 1.5322], [-4.1912, -0.4299, 3.3604], [-2.7426, -0.6269, 0.0308], [-5.2919, 0.3054, -0.6265], [-5.4627, 0.0972, 3.0860], [-5.6876, 4.3542, 1.0506], [5.5997, -3.7845, 2.1854], [-6.1255, 0.3185, 3.9070], [0.2314, -0.3189, -2.9816], [1.6396, -3.4410, -3.2330], [-0.7610, -4.6496, -1.1864], [-1.4403, 2.0383, 2.8750], [3.4612, -0.0494, -0.7876], [0.2481, -2.9759, 0.3321], [-2.3879, -0.9606, -3.5607], [-2.1915, 1.4696, 3.4426], [0.5672, -4.2042, -2.8047], [-3.0781, -0.4174, -1.2379], [-0.3454, 0.2613, 0.2627], [5.6136, 2.4311, -2.8216], [2.2721, 1.3976, 2.7060], [4.9448, -2.7873, 2.8882], [3.0154, 1.5194, 1.9166], [-0.0375, 1.5715, 3.2972], [5.5594, 0.5430, -1.8132], [1.2701, -0.0660, -2.7963], [-4.9698, 0.0618, 0.7263], [0.9599, 1.8391, 2.2414], [0.6034, -0.5776, -5.0711], [0.2478, 2.0705, 4.2364], [5.0198, 1.7462, -2.2369], [-3.4034, -1.2584, -3.7738], [3.3004, 3.0261, -2.2069], [-4.5817, 0.2588, -2.6351], [1.0295, 3.2819, 1.9809], [5.7441, -4.8379, 0.3275], [6.3940, -4.3485, 2.6522], [-0.0542, 0.4858, 3.4704], [4.7862, -0.3537, -1.0956], [3.4530, -1.2633, 2.8268], [4.2415, -3.3206, 0.2552], [2.2290, -2.5171, -2.3846], [3.9512, -2.0458, 2.2744], [2.0169, -3.5612, -4.2372], [5.2176, -1.2869, -0.7675], [0.6299, -3.1076, -0.6804], [5.2402, -4.0529, 0.8728], [-2.5177, 2.5581, 0.7843], [6.5847, 0.2961, -2.0431], [-3.9515, 3.0962, 2.6359], [0.0647, -4.0444, -1.5226], [-1.7284, -1.2359, -5.5741], [0.1237, -4.9284, -3.4685], [3.0722, -1.9256, -2.7193], [-0.6866, -0.3137, -1.9310], [-3.0978, 3.3417, -2.7533], [2.9424, 1.1876, -1.1716]]
}

(3)
{
  "formula": "C43H37Br2N5O2PtSTe",
  "method": "the ωB97M-V functional and the def2-TZVPD basis",
  "charge": 2,
  "lumo_ha": [-0.206, -0.264],
  "e_homo_ha": [-0.3763, -0.4453],
  "homo_lumo_gap_ha": [0.1700, 0.1814],
  "spin_multiplicity": 5,
  "total_energy_ev": -218179.75039,
  "symbols": ["H", "H", "C", "H", "H", "O", "H", "H", "C", "C", "C", "H", "H", "H", "C", "C", "C", "H", "C", "H", "C", "N", "C", "C", "C", "C", "C", "C", "H", "N", "H", "C", "H", "C", "H", "C", "H", "H", "H", "N", "C", "C", "H", "H", "H", "H", "C", "N", "H", "C", "C", "C", "H", "C", "C", "H", "C", "H", "C", "C", "O", "H", "C", "H", "C", "C", "Br", "C", "C", "H", "C", "Pt", "C", "Br", "C", "H", "H", "C", "N", "Te", "H", "C", "C", "C", "S", "H", "H", "H", "H", "H", "C", "C"],
  "coordinates": [[10.6468, -0.3690, 1.6775], [0.1497, 5.5233, -2.4802], [0.8345, -4.7311, -0.8326], [-2.7569, 3.5006, 0.9882], [1.3086, -0.9129, 0.9655], [-1.3474, -1.4632, 1.0131], [-0.0689, 9.3504, 1.5838], [8.2946, -0.1529, 2.4425], [0.5757, 4.2500, 0.6335], [-0.4908, -1.8547, 3.2376], [-0.0345, 2.5088, -0.9438], [-3.2125, -0.7360, -1.9629], [1.7440, -4.1498, -0.7589], [0.5198, -1.6404, 2.8901], [-2.6795, -3.8589, -1.1741], [-3.2046, 2.8366, 0.2449], [0.4927, 5.2012, -0.3842], [1.8423, -2.1237, -2.9732], [7.4911, -0.7712, 0.5101], [-2.4587, -6.6115, -1.0647], [-5.0032, 0.7763, 1.1254], [6.1963, -0.7655, 0.7086], [-0.3274, -6.7985, -0.8836], [0.3144, 2.9203, 0.3468], [0.5982, 7.3392, 1.5431], [3.3546, -0.9822, 0.3556], [-5.2045, 4.2109, -0.4458], [-5.5660, 2.0314, 0.5089], [-3.4033, -2.9312, 1.6660], [1.4761, -1.5921, -0.9876], [-8.5104, 3.5054, -0.2774], [-7.4414, 3.3730, -0.1729], [-7.6213, 1.4228, 0.6958], [-2.7893, -2.6522, 2.5266], [-5.1942, 0.7203, 2.2007], [-6.5721, 4.3791, -0.5798], [3.7447, -0.6287, 1.2989], [-2.8253, -3.4576, 3.2603], [1.8082, -6.6346, -0.6835], [-0.3004, -4.0451, -0.9669], [9.8294, -0.5849, 1.0035], [10.1214, -0.9765, -0.3188], [-0.3074, 3.1537, -2.9761], [-4.5232, 4.9914, -0.7636], [-5.3974, -0.1379, 0.6800], [4.2481, -1.8835, -2.8438], [3.6591, -1.6871, -1.9579], [6.5947, -1.3795, -1.4563], [6.4596, -1.6387, -2.4163], [-5.0313, -3.4845, -1.2794], [-0.3940, 1.1422, -1.1658], [5.6187, -1.1471, -0.5233], [0.3838, 2.1774, 1.1339], [-1.4674, -4.7116, -1.0218], [7.8294, -1.1566, -0.8432], [1.1611, 8.9692, 2.7957], [2.3135, -1.8303, -2.0458], [9.3579, -1.5719, -2.2782], [-0.7290, -0.0207, -1.3216], [2.0189, -1.1439, 0.1852], [0.2566, 6.5566, 2.3804], [1.6164, 9.1801, 1.0797], [0.8587, 8.8046, 1.7643], [-6.9633, 5.2942, -1.0046], [8.5369, -0.4703, 1.4378], [-4.7843, -2.1717, -1.6349], [-6.7820, -4.0996, -1.1048], [-1.5168, -6.0874, -0.9904], [0.8674, -6.1128, -0.7847], [-4.1445, -5.3784, -0.7985], [4.2549, -1.2698, -0.7204], [-0.4960, -1.9791, -1.1796], [-3.4702, -1.7506, -1.6913], [-0.3526, -8.6619, -0.8850], [-1.3519, -2.3724, 2.0927], [-0.9222, -0.9333, 3.6356], [-3.2208, -1.7592, 2.9885], [-4.6969, 3.0332, 0.1004], [-2.4436, -2.5640, -1.4390], [-2.8744, 0.8372, 0.9162], [-2.6726, 2.9863, -0.6926], [-6.9422, 2.2024, 0.3691], [0.1899, 4.7873, -1.6858], [-3.9639, -4.3462, -1.0605], [0.8077, 6.9290, -0.2129], [-5.5924, -1.4938, -1.8749], [-0.9176, -3.3174, 1.7350], [11.1563, -1.0557, -0.6241], [0.8330, 4.5432, 1.6372], [-0.4336, -2.5860, 4.0447], [9.1061, -1.2709, -1.2698], [-0.0676, 3.4601, -1.9656]]
}